# C9H33CaN13O11

C9H33CaN13O11 as an isolated structure (the ωB97M-V functional and the def2-TZVPD basis, the OMol25 dataset).

Positions of all 67 atoms, in Å:
Ca1 0.046 -2.868 0.037
C1 -3.738 -1.640 -1.015
C2 -3.162 -2.954 -0.439
O1 -2.168 -2.839 0.569
H1 -2.900 -1.031 -1.355
H2 -4.112 -1.220 -0.081
H3 -4.586 -1.826 -1.674
H4 -2.678 -3.426 -1.293
H5 -3.898 -3.648 -0.031
N1 0.292 0.294 -0.679
O2 0.303 0.551 0.576
O3 -0.158 -0.734 -1.065
O4 0.808 1.170 -1.460
C3 3.306 0.433 1.976
O5 2.642 1.579 1.305
H6 4.222 0.757 2.470
H7 2.665 -0.051 2.712
H8 3.563 -0.348 1.261
H9 1.788 1.233 1.036
C4 0.516 -2.283 3.116
O6 0.829 -2.003 1.986
N2 -0.521 -1.716 3.753
N3 1.210 -2.934 3.947
H10 -0.589 -1.783 4.758
H11 -1.194 -1.176 3.228
H12 0.812 -2.957 4.875
H13 2.177 -3.008 3.667
C5 -1.322 3.640 0.988
O7 -1.653 4.750 0.772
N4 -0.829 3.171 2.070
N5 -1.459 2.601 0.178
H14 -0.852 2.161 2.062
H15 -0.539 3.735 2.856
H16 -2.029 2.680 -0.653
H17 -0.845 1.846 0.447
C6 2.920 4.507 -1.823
O8 3.781 5.390 -1.616
N6 2.033 3.965 -1.008
N7 2.750 3.967 -2.980
H18 2.108 4.314 -0.063
H19 1.646 3.051 -1.196
H20 3.235 4.235 -3.824
H21 2.163 3.152 -3.093
C7 -1.089 -1.021 -4.566
O9 -1.478 -1.607 -5.510
N8 0.116 -0.680 -4.308
N9 -1.840 -0.347 -3.781
H22 0.684 -0.721 -5.142
H23 0.274 -0.125 -3.478
H24 -2.790 -0.152 -4.064
H25 -1.605 -0.163 -2.816
C8 3.164 -1.783 -1.162
O10 2.187 -2.217 -0.593
N10 3.364 -0.551 -1.586
N11 4.131 -2.580 -1.500
H26 4.314 -0.268 -1.781
H27 2.613 0.120 -1.510
H28 4.026 -3.524 -1.157
H29 4.916 -2.358 -2.096
C9 -3.441 -0.371 2.940
O11 -3.507 0.191 4.003
N12 -2.698 0.033 1.981
N13 -4.078 -1.474 2.608
H30 -3.025 -0.238 1.065
H31 -2.133 0.844 2.189
H32 -3.781 -2.042 1.828
H33 -4.909 -1.702 3.135

Calculated values
Multiplicity: 1
DFT total energy: -70201.7557 eV
HOMO level: -8.958 eV
Frontier orbital gap: 0.2832 hartree

natural (NBO) atomic charge list, values in e, 5 entries: 1.860, -0.638, -0.056, -1.096, 0.195

=====

# C4HCuO2

C4HCuO2 as an isolated structure (the ωB97M-V functional and the def2-TZVPD basis, the OMol25 dataset).

Positions of all 8 atoms, in Å:
O1 1.227 -2.447 -0.198
C1 0.591 -1.331 -0.377
C2 -0.092 -0.405 -0.801
H1 2.141 -2.300 0.084
C3 -0.032 2.074 -0.277
C4 -0.524 0.823 -0.195
O2 -1.828 1.230 0.024
Cu1 -1.482 2.356 1.739

Calculated values
Multiplicity: 1
DFT total energy: -52889.8299 eV
HOMO level: -7.487 eV
Frontier orbital gap: 0.2234 hartree
ΔE to the lowest compared entry with this formula, charge and spin: 0.0 kJ/mol

natural (NBO) atomic charge list, values in e, 5 entries: -0.633, 0.381, -0.216, 0.509, -0.115

=====

# C5H8N2S

One molecule with the formula C5H8N2S (the ωB97M-V functional and the def2-TZVPD basis, the OMol25 dataset).

Positions of all 16 atoms, in Å:
C1 -1.510 0.571 -0.007
C2 -1.401 -0.746 -0.066
C3 0.649 0.087 -0.127
C4 0.295 2.389 -0.035
C5 0.472 -2.361 0.021
N1 -0.240 1.078 -0.022
N2 -0.053 -1.027 -0.125
S1 2.882 0.044 -0.010
H1 -2.348 1.151 0.110
H2 -2.240 -1.402 -0.129
H3 0.739 2.687 0.918
H4 1.047 2.477 -0.718
H5 -0.424 3.234 -0.245
H6 0.135 -2.964 -0.680
H7 1.620 -2.433 0.029
H8 0.377 -2.784 1.086

Calculated values
Multiplicity: 1
SMILES string: Cn1ccn(C)c1=S
DFT total energy: -19127.3812 eV
HOMO level: -7.532 eV
Frontier orbital gap: 0.3023 hartree
ΔE to the lowest compared entry with this formula, charge and spin: 293.3 kJ/mol

natural (NBO) atomic charge list, values in e, 5 entries: -0.061, -0.079, 0.432, -0.403, -0.421

=====

# C25H30As2N3O2S2Sr

C25H30As2N3O2S2Sr as an isolated structure (the ωB97M-V functional and the def2-TZVPD basis, the OMol25 dataset).

Positions of all 65 atoms, in Å:
Sr1 -0.588 -0.160 0.681
O1 -1.891 5.558 -0.064
C1 -0.561 5.518 0.104
C2 0.136 6.715 -0.081
C3 1.504 6.760 0.073
C4 2.218 5.612 0.415
C5 1.535 4.429 0.594
C6 0.147 4.350 0.444
C7 -0.510 3.038 0.629
O2 0.225 1.999 0.842
N1 -1.828 3.008 0.546
N2 -2.354 1.725 0.675
C8 -3.624 1.693 0.805
S1 -4.467 0.148 0.878
C9 -5.956 0.860 1.630
C10 -6.193 2.196 0.950
S2 -4.630 3.116 0.929
H1 -2.237 4.652 0.107
H2 -0.434 7.595 -0.345
H3 2.026 7.697 -0.072
H4 3.291 5.651 0.543
H5 2.063 3.526 0.865
H6 -5.803 0.979 2.701
H7 -6.774 0.162 1.456
H8 -6.917 2.795 1.501
H9 -6.551 2.059 -0.069
C11 3.051 1.038 -1.984
As1 2.274 -0.127 -0.643
C12 3.231 0.504 0.941
C13 3.202 -1.823 -0.872
C14 4.244 -1.952 -1.786
C15 4.934 -3.148 -1.914
C16 4.594 -4.229 -1.114
C17 3.555 -4.111 -0.204
C18 2.843 -2.921 -0.080
As2 1.362 -2.848 1.206
C19 0.482 -4.543 0.806
C20 2.297 -3.352 2.840
H10 4.134 1.094 -1.888
H11 2.626 2.027 -1.812
H12 2.784 0.710 -2.987
H13 4.299 0.554 0.734
H14 3.065 -0.183 1.771
H15 2.845 1.485 1.213
H16 4.525 -1.112 -2.408
H17 5.739 -3.234 -2.631
H18 5.133 -5.163 -1.199
H19 3.306 -4.968 0.411
H20 1.191 -5.368 0.813
H21 0.011 -4.487 -0.175
H22 -0.281 -4.732 1.561
H23 2.880 -4.257 2.683
H24 1.571 -3.524 3.633
H25 2.964 -2.545 3.140
C21 -3.928 -3.452 -2.102
C22 -3.595 -3.721 -0.783
C23 -2.684 -2.895 -0.152
N3 -2.107 -1.848 -0.751
C24 -2.435 -1.600 -2.023
C25 -3.336 -2.372 -2.735
H26 -4.638 -4.077 -2.627
H27 -4.033 -4.553 -0.251
H28 -2.406 -3.078 0.881
H29 -1.959 -0.745 -2.490
H30 -3.566 -2.125 -3.762

Calculated values
Multiplicity: 1
DFT total energy: -179157.5756 eV
Total charge: +1
HOMO level: -9.850 eV
Frontier orbital gap: 0.2623 hartree
ΔE to the lowest compared entry with this formula, charge and spin: 8.5 kJ/mol

natural (NBO) atomic charge list, values in e, 5 entries: 1.796, -0.676, 0.372, -0.275, -0.159

=====

# C33H43N6O6PdTe

C33H43N6O6PdTe as an isolated structure (the ωB97M-V functional and the def2-TZVPD basis, the OMol25 dataset).

Positions of all 90 atoms, in Å:
Pd1 -0.410 -0.995 -0.252
O1 -2.344 1.037 -0.790
C1 -3.706 0.580 -0.711
C2 -4.050 -0.108 -2.012
C3 -3.091 -1.252 -2.364
C4 -3.067 -2.340 -1.330
C5 -4.110 -3.258 -1.258
C6 -4.089 -4.259 -0.308
C7 -3.015 -4.334 0.566
C8 -2.018 -3.391 0.458
N1 -2.044 -2.415 -0.463
H1 -2.092 1.440 0.050
H2 -4.374 1.425 -0.543
H3 -3.804 -0.111 0.133
H4 -4.037 0.622 -2.825
H5 -5.075 -0.479 -1.939
H6 -2.085 -0.860 -2.489
H7 -3.390 -1.688 -3.319
H8 -4.926 -3.179 -1.964
H9 -4.897 -4.977 -0.250
H10 -2.951 -5.103 1.322
H11 -1.169 -3.398 1.128
C9 2.592 -3.048 -3.598
N2 1.816 -1.809 -3.486
C10 1.886 -0.815 -4.414
C11 1.178 0.330 -4.305
C12 0.318 0.470 -3.175
N3 0.286 -0.504 -2.261
C13 1.014 -1.638 -2.390
O2 0.933 -2.485 -1.483
N4 -0.465 1.524 -2.995
H12 3.070 -3.069 -4.573
H13 1.929 -3.903 -3.495
H14 3.346 -3.087 -2.815
H15 2.544 -1.003 -5.252
H16 1.243 1.096 -5.062
H17 -0.478 2.265 -3.675
H18 -1.155 1.523 -2.244
O3 -0.303 0.468 3.321
N5 -0.474 0.070 2.204
O4 -0.687 -1.160 1.946
O5 -0.420 0.837 1.184
C14 2.857 1.389 0.205
C15 2.940 0.346 1.280
O6 3.679 0.386 2.248
N6 2.158 -0.792 1.102
Te1 2.222 -1.855 3.915
C16 2.270 -2.003 5.987
C17 2.263 -3.246 6.632
C18 2.191 -4.556 5.891
C19 2.321 -3.254 8.018
C20 2.383 -2.080 8.761
C21 2.453 -2.113 10.259
C22 2.373 -0.860 8.085
C23 2.313 -0.794 6.706
C24 2.293 0.548 6.018
C25 3.733 -3.167 3.337
C26 3.407 -4.173 2.419
C27 2.010 -4.385 1.896
C28 4.417 -5.039 2.019
C29 5.717 -4.913 2.492
C30 6.799 -5.854 2.050
C31 6.007 -3.882 3.384
C32 5.040 -2.994 3.824
C33 5.415 -1.878 4.761
H19 2.929 2.375 0.662
H20 1.931 1.309 -0.362
H21 3.710 1.259 -0.464
H22 1.500 -4.506 5.046
H23 1.839 -5.346 6.552
H24 3.169 -4.850 5.508
H25 2.309 -4.207 8.536
H26 2.418 -3.131 10.640
H27 1.623 -1.554 10.694
H28 3.375 -1.647 10.608
H29 2.415 0.062 8.654
H30 2.513 1.346 6.724
H31 1.311 0.753 5.584
H32 3.038 0.613 5.220
H33 1.486 -3.443 1.714
H34 1.414 -4.977 2.596
H35 2.037 -4.922 0.949
H36 4.181 -5.835 1.322
H37 6.410 -6.639 1.405
H38 7.276 -6.324 2.911
H39 7.576 -5.316 1.505
H40 7.022 -3.768 3.746
H41 6.473 -1.926 5.008
H42 4.854 -1.929 5.695
H43 5.226 -0.904 4.302

Calculated values
Multiplicity: 6
DFT total energy: -66898.2139 eV
Total charge: +2
HOMO level (alpha / beta): -13.060 / -13.291 eV
Frontier orbital gap (alpha / beta): 0.3069 / 0.2173 hartree
ΔE to the lowest compared entry with this formula, charge and spin: 170.1 kJ/mol

Mulliken atomic charge list, values in e, 5 entries: 1.499, -0.470, -0.586, -0.834, 0.083

=====

# C8H12OS

A 2-piece molecular cluster, C8H12OS overall (the ωB97M-V functional and the def2-TZVPD basis, the OMol25 dataset).

Positions of all 22 atoms, in Å:
C1 -1.818 -0.836 -0.703
C2 0.523 -3.285 1.267
C3 -0.500 -0.404 -1.166
C4 -0.273 -2.429 1.589
C5 -2.790 0.027 -0.391
C6 0.113 0.577 -0.438
C7 1.878 1.220 -1.997
C8 0.875 1.632 2.072
O1 1.325 1.239 -0.730
S1 -0.619 1.041 1.102
H1 -2.018 -1.904 -0.669
H2 1.173 -3.922 0.835
H3 -0.106 -0.955 -1.962
H4 -0.982 -1.800 1.893
H5 -2.673 1.099 -0.378
H6 -3.795 -0.058 -0.007
H7 2.831 1.769 -1.836
H8 1.330 1.797 -2.686
H9 1.948 0.230 -2.512
H10 1.268 2.593 1.702
H11 1.599 0.864 1.848
H12 0.712 1.505 3.165

Calculated values
Multiplicity: 1
SMILES string: C=C/C=C(/OC)SC.C#C
DFT total energy: -21368.0612 eV
HOMO level: -7.860 eV
Frontier orbital gap: 0.3185 hartree
ΔE to the lowest compared entry with this formula, charge and spin: 452.3 kJ/mol

natural (NBO) atomic charge list, values in e, 5 entries: -0.206, -0.236, -0.379, -0.203, -0.383